Molecular formula: C48H109N7O7
Method: DFT, wB97M-V/def2-TZVPD

SMILES: CC1(C)CCCC(C)(C)N1O.CC1(C)CCCC(C)(C)N1O.CC1(C)CCCC(C)(C)N1O.CC1(C)CCCC(C)(C)N1O.COC[C@H](C)N.COC[C@H](C)N.COC[C@H](C)N
HOMO-LUMO gap (eV): 8.2
Total charge: 0

Each line ends with the Löwdin charge.
Atoms and positions in Å:
C -16.7052 3.4973 -12.7336  -0.03
C -16.8986 4.9149 -12.0686  -0.46
C -18.0229 4.7975 -11.0236  -0.06
C -15.5585 5.2909 -11.3059  -0.14
C -14.5313 5.9570 -12.1720  -0.20
C -15.0869 7.1086 -12.9946  -0.13
C -16.3208 6.7584 -13.8385  -0.47
C -17.0763 8.0654 -14.3563  -0.03
C -15.8277 6.0354 -15.0986  -0.04
N -17.2697 5.9929 -13.0165  -0.10
O -18.4149 5.6862 -13.7968  -0.02
H -17.4883 3.3611 -13.4795  0.07
H -15.7477 3.3399 -13.2301  0.07
H -16.9519 2.6418 -12.1049  0.07
H -18.9142 4.2839 -11.3839  0.08
H -17.7770 4.1054 -10.2182  0.08
H -18.3427 5.7573 -10.6179  0.08
H -15.9751 5.8746 -10.4851  0.11
H -15.0984 4.4257 -10.8285  0.12
H -13.7891 6.3152 -11.4586  0.10
H -14.1384 5.1545 -12.7964  0.11
H -14.3614 7.5593 -13.6718  0.11
H -15.3178 7.8432 -12.2231  0.12
H -16.3384 8.7166 -14.8247  0.07
H -17.5579 8.6927 -13.6061  0.07
H -17.8841 7.9052 -15.0704  0.07
H -15.3022 6.7154 -15.7692  0.07
H -16.5991 5.5583 -15.7031  0.08
H -15.2398 5.1229 -14.9997  0.07
H -19.1259 6.0633 -13.2734  0.10
C -10.5898 14.1566 -10.5198  -0.05
C -10.2695 13.1375 -11.5909  -0.49
C -9.1158 13.6760 -12.5265  0.00
C -9.8268 11.8762 -10.8880  -0.17
C -9.8276 10.6087 -11.6936  -0.20
C -11.2389 10.2605 -12.2425  -0.09
C -11.7113 11.5361 -13.1657  -0.39
C -10.9924 11.7562 -14.5924  -0.01
C -13.2215 11.2432 -13.4792  -0.04
N -11.5395 12.7180 -12.2718  -0.08
O -12.0055 13.8945 -12.9425  -0.04
H -10.8681 15.1333 -10.9156  0.07
H -11.4262 13.8244 -9.9048  0.08
H -9.7877 14.3258 -9.8014  0.08
H -8.6993 12.8392 -13.0872  0.06
H -9.4725 14.3589 -13.2975  0.07
H -8.3204 14.1578 -11.9579  0.08
H -8.8344 12.0053 -10.4560  0.13
H -10.5561 11.5305 -10.1555  0.12
H -9.0606 10.5694 -12.4671  0.11
H -9.6119 9.8024 -10.9925  0.10
H -11.9956 9.9871 -11.5072  0.12
H -11.0939 9.3845 -12.8746  0.09
H -11.2088 10.9135 -15.2491  0.06
H -9.9057 11.8410 -14.5938  0.05
H -11.3135 12.7075 -15.0168  0.05
H -13.9200 11.3700 -12.6520  0.08
H -13.3568 10.2264 -13.8480  0.07
H -13.4945 11.9353 -14.2757  0.07
H -12.6178 14.3147 -12.3342  0.10
C -10.4671 16.3993 -7.6508  -0.03
C -11.7447 16.4439 -6.7404  -0.47
C -11.6311 17.0383 -5.3593  -0.03
C -12.7404 17.3311 -7.5924  -0.09
C -14.2502 17.1562 -7.0223  -0.18
C -14.7032 15.7818 -7.2387  -0.19
C -13.7775 14.7322 -6.5155  -0.41
C -14.2022 14.8694 -5.0110  -0.04
C -14.2053 13.3103 -6.9632  -0.04
N -12.3089 15.0762 -6.7802  -0.12
O -11.4430 14.1404 -6.2389  -0.02
H -9.7200 15.6532 -7.3801  0.08
H -10.6457 16.2980 -8.7213  0.04
H -9.9789 17.3733 -7.6202  0.08
H -11.2896 16.2330 -4.7089  0.08
H -10.8976 17.8443 -5.3368  0.09
H -12.5452 17.3710 -4.8677  0.07
H -12.4241 18.3677 -7.4757  0.11
H -12.7171 17.1672 -8.6697  0.10
H -14.3923 17.5226 -6.0057  0.10
H -14.7985 17.9025 -7.5973  0.11
H -14.5806 15.6603 -8.3149  0.12
H -15.7651 15.6053 -7.0676  0.12
H -13.6387 15.4863 -4.3110  0.06
H -14.2398 13.9966 -4.3593  0.08
H -15.1696 15.3717 -5.0146  0.07
H -15.2578 13.0989 -6.7741  0.09
H -13.6473 12.5478 -6.4197  0.07
H -13.8809 13.1365 -7.9891  0.08
H -11.0713 13.6209 -6.9555  0.10
C -11.8367 7.5649 -16.5214  -0.01
C -10.7666 7.9786 -17.6661  -0.41
C -10.6686 6.8517 -18.7873  -0.04
C -11.4479 9.1966 -18.3980  -0.19
C -10.5163 9.8731 -19.3471  -0.16
C -9.1646 10.2566 -18.5829  -0.11
C -8.4325 9.1009 -17.8508  -0.47
C -7.6627 8.2073 -18.8691  -0.01
C -7.5777 9.8144 -16.7670  -0.03
N -9.4193 8.2540 -17.1485  -0.10
O -8.9269 7.3887 -16.0740  -0.02
H -11.4787 6.6707 -16.0112  0.06
H -11.8817 8.3522 -15.7688  0.06
H -12.7981 7.3915 -17.0048  0.07
H -9.9445 6.8122 -19.6011  0.06
H -10.4532 5.8327 -18.4658  0.07
H -11.6840 6.8919 -19.1815  0.07
H -12.3547 8.9484 -18.9495  0.11
H -11.8953 9.8465 -17.6459  0.10
H -10.3275 9.1195 -20.1117  0.10
H -11.0631 10.6697 -19.8516  0.11
H -9.4527 11.0443 -17.8868  0.10
H -8.4080 10.7126 -19.2214  0.11
H -7.8300 7.1341 -18.7775  0.07
H -6.6260 8.2632 -18.5370  0.07
H -7.8720 8.5579 -19.8797  0.08
H -7.1434 9.0668 -16.1032  0.05
H -8.1399 10.4755 -16.1075  0.08
H -6.6976 10.3293 -17.1523  0.09
H -9.0200 7.8162 -15.2195  0.05
C -6.9134 7.8095 -13.3494  -0.11
O -8.2668 7.8046 -12.9371  -0.22
C -8.5369 6.8047 -11.9226  -0.18
C -10.0441 6.7228 -11.7046  -0.41
C -10.3740 5.7429 -10.5114  -0.04
N -10.8216 6.3599 -12.9043  0.07
H -6.6085 8.4046 -14.2102  0.07
H -6.6049 6.8705 -13.8090  0.09
H -6.3162 8.0230 -12.4629  0.09
H -8.1866 5.8399 -12.2894  0.13
H -8.0048 7.0362 -10.9999  0.13
H -10.3280 7.7497 -11.4742  0.10
H -10.4746 6.2705 -9.5629  0.07
H -9.6766 4.9070 -10.4553  0.07
H -11.3322 5.2711 -10.7289  0.06
H -10.4052 7.0290 -13.5361  0.03
H -10.5191 5.4346 -13.1733  0.08
C -10.6684 18.5141 -10.5844  -0.09
O -11.1952 19.7556 -11.0881  -0.19
C -10.2497 20.8396 -10.8539  -0.19
C -10.6039 22.1583 -11.5398  -0.48
C -10.4391 22.2474 -12.9809  -0.08
N -9.9116 23.2638 -10.8899  0.03
H -10.8066 18.6547 -9.5124  0.06
H -9.6174 18.3854 -10.8430  0.09
H -11.3168 17.7078 -10.9274  0.08
H -10.2486 21.0278 -9.7802  0.12
H -9.2088 20.6613 -11.1237  0.12
H -11.6448 22.3031 -11.2504  0.14
H -10.5260 23.2729 -13.3399  0.07
H -11.2772 21.7786 -13.4966  0.08
H -9.4479 21.9416 -13.3155  0.09
H -10.0953 24.1365 -11.3639  0.07
H -8.9195 23.1463 -10.7415  0.07
C -10.9027 15.2897 -16.0976  -0.03
O -11.1190 16.4924 -15.2096  -0.20
C -12.4225 16.9700 -15.2511  -0.24
C -12.6635 17.9689 -16.3772  -0.49
C -12.0047 19.3406 -16.0310  -0.06
N -13.9882 18.1895 -16.5532  0.03
H -11.7851 14.6627 -16.2256  0.08
H -10.1511 14.6765 -15.6006  0.07
H -10.6242 15.7449 -17.0480  0.08
H -12.9811 16.0455 -15.3969  0.11
H -12.6947 17.4789 -14.3264  0.13
H -12.1623 17.5353 -17.2426  0.14
H -11.0677 19.1601 -15.5040  0.07
H -12.5260 20.0671 -15.4077  0.07
H -11.6840 19.9316 -16.8889  0.07
H -14.2962 18.7146 -15.7473  0.08
H -13.9878 18.8909 -17.2799  0.08

Forces on atoms 1 to 3 (eV/Å):
-1.07 0.46 -0.56
0.89 -1.55 -0.11
-0.41 -0.61 -0.10

---

Molecular formula: C48H110Cl6O21
Method: DFT, wB97M-V/def2-TZVPD

SMILES: COCCOCCOC.COCCOCCOC.COCCOCCOC.COCCOCCOC.COCCOCCOC.COCCOCCOC.COCCOCCOC.ClCCCl.ClCCCl.ClCCCl
HOMO-LUMO gap (eV): 9.9
Total charge: 0

Each line ends with the Löwdin charge.
Atoms and positions in Å:
C -3.5610 1.2535 0.8888  -0.08
O -3.1141 2.4793 0.3299  -0.20
C -2.0448 3.0687 1.0251  -0.19
C -1.9032 4.5008 0.4545  -0.19
O -2.7972 5.4444 1.0105  -0.15
C -4.0912 5.5666 0.3376  -0.14
C -3.9212 6.3369 -0.9709  -0.23
O -5.1710 6.8997 -1.2467  -0.17
C -5.1666 7.5380 -2.4638  -0.13
H -2.7209 0.5651 0.9695  0.08
H -4.2884 0.8163 0.2182  0.06
H -4.0484 1.5270 1.8397  0.09
H -1.1437 2.5065 0.7439  0.12
H -2.2135 3.1289 2.0984  0.11
H -2.0935 4.4400 -0.7060  0.14
H -0.8478 4.8441 0.5646  0.13
H -4.7110 6.1666 1.0170  0.13
H -4.6160 4.5687 0.1698  0.14
H -3.5956 5.6880 -1.7222  0.09
H -3.1249 7.0917 -0.8374  0.14
H -4.4046 8.2854 -2.4822  0.08
H -6.1273 8.0009 -2.6127  0.09
H -4.9593 6.8278 -3.2760  0.10
C 11.0996 2.1040 -3.8638  -0.09
O 10.1061 1.5783 -4.7198  -0.17
C 9.4086 0.5073 -4.1870  -0.24
C 7.9055 0.7175 -4.3774  -0.18
O 7.5142 1.6615 -3.3563  -0.16
C 6.2600 2.2429 -3.5536  -0.24
C 6.0646 3.2926 -2.5111  -0.23
O 5.6258 2.7175 -1.2762  -0.22
C 5.5158 3.6692 -0.1872  -0.05
H 11.7095 2.8152 -4.3267  0.06
H 11.6666 1.2740 -3.3895  0.10
H 10.5816 2.6954 -3.1276  0.08
H 9.6003 0.3980 -3.1393  0.11
H 9.7119 -0.4108 -4.7002  0.13
H 7.2926 -0.2390 -4.2228  0.09
H 7.8275 1.1530 -5.3656  0.12
H 5.3926 1.4968 -3.4674  0.14
H 6.1605 2.6796 -4.5305  0.12
H 5.4379 4.1400 -2.9344  0.13
H 7.1062 3.7269 -2.4126  0.14
H 6.3852 3.4435 0.3800  0.08
H 4.5325 3.4534 0.2485  0.09
H 5.5299 4.6607 -0.5759  0.07
C -5.1075 0.7051 -2.7810  -0.12
O -5.7350 0.4242 -1.5733  -0.22
C -7.0527 1.0052 -1.4385  -0.15
C -7.3864 1.3206 0.0232  -0.16
O -7.1606 0.2188 0.9074  -0.14
C -6.9698 0.5335 2.2274  -0.21
C -6.5748 -0.7942 2.9481  -0.13
O -5.1404 -1.0333 2.6689  -0.23
C -4.7130 -2.2222 3.3352  -0.12
H -5.8153 0.6331 -3.6502  0.10
H -4.3812 -0.0273 -2.9649  0.06
H -4.7248 1.7403 -2.8894  0.10
H -7.7542 0.2305 -1.7651  0.13
H -7.1632 1.9073 -2.0323  0.12
H -8.4619 1.7067 0.0461  0.15
H -6.7582 2.1349 0.4688  0.13
H -7.8184 1.0002 2.6815  0.12
H -6.0171 1.0606 2.3950  0.11
H -7.1123 -1.6655 2.6328  0.11
H -6.6990 -0.6618 4.0266  0.12
H -5.2993 -3.1257 2.8986  0.10
H -4.8707 -2.2743 4.4074  0.08
H -3.6661 -2.3678 3.0035  0.07
C 3.3043 -6.5502 1.9966  -0.07
O 1.8947 -6.5240 1.7996  -0.19
C 1.3618 -5.4322 1.1860  -0.27
C -0.0731 -5.7840 0.9794  -0.20
O -0.7719 -5.8758 2.2106  -0.14
C -1.9930 -6.5525 2.0512  -0.21
C -2.7334 -6.5325 3.3847  -0.16
O -1.9947 -7.3728 4.3234  -0.20
C -1.1901 -6.6287 5.2129  -0.11
H 3.7874 -6.8782 1.0394  0.10
H 3.4035 -7.3384 2.7805  0.10
H 3.6533 -5.5619 2.2945  0.08
H 1.7700 -5.3850 0.1403  0.14
H 1.5745 -4.4746 1.6336  0.11
H -0.1362 -6.7169 0.4108  0.13
H -0.4823 -4.9521 0.3248  0.14
H -1.7712 -7.6372 1.8650  0.14
H -2.5747 -6.2191 1.1759  0.12
H -3.7351 -6.9095 3.2821  0.11
H -2.7499 -5.4743 3.7566  0.12
H -0.4314 -6.1615 4.5755  0.07
H -0.8100 -7.2829 5.9898  0.09
H -1.7947 -5.7844 5.6281  0.09
C -1.0543 1.1525 -8.4911  -0.11
O -1.3356 0.1152 -7.5595  -0.21
C -0.3082 -0.7654 -7.3183  -0.23
C -0.6596 -1.6109 -6.0684  -0.19
O 0.3309 -2.6263 -6.0938  -0.14
C 0.4703 -3.2659 -4.7863  -0.17
C 1.7170 -2.7965 -4.1767  -0.20
O 1.7068 -1.3968 -3.8895  -0.19
C 2.6915 -0.9868 -3.0333  -0.15
H -1.6618 2.0480 -8.1786  0.10
H -1.4094 0.8565 -9.5218  0.09
H 0.0210 1.3859 -8.6743  0.09
H 0.5948 -0.1305 -7.1351  0.14
H -0.1679 -1.4245 -8.1907  0.13
H -1.7456 -1.9631 -6.1373  0.15
H -0.5956 -0.9721 -5.1803  0.11
H 0.4748 -4.3594 -4.8310  0.13
H -0.3822 -2.9204 -4.1868  0.11
H 2.5725 -2.9128 -4.8978  0.15
H 1.9796 -3.3261 -3.2152  0.14
H 3.6789 -0.7694 -3.4726  0.09
H 2.7747 -1.6788 -2.1672  0.07
H 2.3731 -0.0589 -2.4953  0.09
C 0.9862 -2.6131 4.3160  -0.09
O 0.5156 -1.3147 3.9587  -0.18
C -0.8881 -1.3812 3.8195  -0.19
C -1.4660 0.0363 3.6318  -0.26
O -1.3003 0.7784 4.7353  -0.13
C -2.4452 1.6403 5.0834  -0.11
C -2.2448 2.2751 6.4690  -0.21
O -2.3444 1.4370 7.6129  -0.20
C -1.1834 0.5617 7.8280  -0.08
H 0.9504 -3.4342 3.6043  0.07
H 0.5207 -2.9818 5.2181  0.08
H 2.0474 -2.4244 4.5271  0.10
H -1.4088 -1.8248 4.6317  0.11
H -1.1004 -2.0410 2.9451  0.13
H -2.4343 -0.0567 3.3432  0.06
H -0.9420 0.4991 2.7456  0.13
H -3.3279 1.0150 5.0243  0.12
H -2.5404 2.5143 4.3641  0.13
H -2.9063 3.1613 6.6084  0.13
H -1.2253 2.6754 6.5465  0.12
H -0.1895 0.9806 7.5180  0.10
H -1.3711 -0.3890 7.2400  0.09
H -1.1323 0.3511 8.8856  0.07
C -0.5262 -0.5156 -1.2688  -0.13
O 0.3857 0.2943 -0.5914  -0.17
C 1.1343 -0.4663 0.2660  -0.25
C 2.0447 0.4349 1.0353  -0.25
O 1.2977 1.2960 1.7757  -0.15
C 1.6656 1.5784 3.1635  -0.12
C 2.6415 2.7351 3.3412  -0.15
O 4.0446 2.3965 3.1356  -0.21
C 4.6464 1.8422 4.2678  -0.12
H -0.9061 0.0087 -2.0857  0.05
H -1.2409 -0.8681 -0.5366  0.06
H -0.0353 -1.4207 -1.6941  0.09
H 1.7142 -1.2242 -0.2096  0.08
H 0.4802 -0.9784 0.9983  0.14
H 2.7698 1.0108 0.3796  0.14
H 2.7599 -0.1879 1.6828  0.12
H 1.9077 0.5893 3.5413  0.11
H 0.7823 2.0390 3.6523  0.13
H 2.5616 3.1492 4.2962  0.09
H 2.4439 3.5397 2.5915  0.14
H 5.6545 1.5222 3.9755  0.10
H 4.1005 1.0500 4.7124  0.07
H 4.7172 2.6071 5.0297  0.08
Cl 4.5206 -1.9635 0.3897  0.55
C 5.3293 -0.5118 -0.3284  -0.63
C 6.7886 -0.5934 -0.6964  -0.61
Cl 7.0684 -1.6937 -2.0621  0.60
H 5.1428 0.1549 0.5156  0.05
H 4.6887 -0.1269 -1.1137  0.05
H 7.3912 -1.0503 0.1226  0.08
H 7.1915 0.3839 -0.9245  0.06
Cl -2.6866 -2.8549 -1.8072  0.55
C -3.7879 -2.2172 -0.4910  -0.63
C -5.1926 -2.6653 -0.5514  -0.63
Cl -5.2515 -4.3994 -0.0933  0.55
H -3.7040 -1.1468 -0.6008  0.03
H -3.4110 -2.5366 0.4798  0.06
H -5.7232 -2.6269 -1.5126  0.08
H -5.6950 -2.0629 0.2032  0.06
Cl 2.2803 3.1915 -3.6555  0.57
C 0.9342 2.9052 -2.5522  -0.66
C -0.2668 2.1146 -3.0962  -0.64
Cl -1.3953 3.1991 -3.9586  0.55
H 0.5100 3.9049 -2.2849  0.07
H 1.4215 2.3945 -1.8092  0.00
H -0.7082 1.7115 -2.1897  0.03
H -0.0197 1.2565 -3.7682  0.08

Forces on atoms 1 to 3 (eV/Å):
0.04 1.03 0.07
-0.75 -0.25 -0.36
0.32 0.98 -1.51